(1)
ORCA calculation (ωB97M-V/def2-TZVPD) on C55H40IN4O6Sr as an isolated structure.

As for the total energy: -84870.065 eV. The calculation puts the lowest unoccupied orbital energy (alpha / beta) at 1.36 / 1.36 eV. The calculation puts the HOMO-LUMO gap (alpha / beta) at 5.265 / 5.265 eV. The value obtained for the energy above the lowest of the compared OMol25 structures with the same formula, charge and spin is 0.450 eV.

```
! wB97M-V def2-TZVPD RIJCOSX def2/J DEFGRID3
* xyz -1 1
Sr 0.171 -0.342 0.106
C -2.894 -2.927 -8.731
O -3.520 -1.847 -8.073
C -3.010 -1.478 -6.858
C -3.610 -0.374 -6.258
C -3.173 0.067 -5.024
C -2.130 -0.574 -4.359
C -1.538 -1.669 -4.976
C -1.967 -2.132 -6.216
C -1.613 -0.124 -3.033
C -2.494 -0.269 -1.936
C -3.908 -0.561 -1.983
C -4.393 -0.374 -0.720
C -3.269 0.008 0.107
N -2.171 0.034 -0.647
C -3.318 0.295 1.529
C -2.269 0.571 2.390
C -2.341 0.846 3.827
C -1.076 0.950 4.279
C -0.173 0.772 3.119
C 1.256 0.960 3.099
C 2.054 0.506 4.273
C 1.471 -0.202 5.337
C 2.202 -0.653 6.425
C 3.570 -0.453 6.474
O 4.300 -0.888 7.567
C 4.927 -2.141 7.349
C 4.196 0.152 5.397
C 3.455 0.599 4.317
C 1.918 1.609 1.996
N 1.511 1.579 0.729
C 2.338 2.316 -0.073
C 2.304 2.344 -1.457
C 3.379 3.126 -2.135
C 4.703 2.676 -2.088
C 5.723 3.368 -2.709
C 5.439 4.540 -3.407
O 6.509 5.157 -3.998
C 6.256 6.358 -4.692
C 4.133 5.005 -3.472
C 3.121 4.292 -2.835
C 1.383 1.668 -2.359
C 1.429 1.693 -3.804
C 0.368 0.952 -4.245
C -0.332 0.480 -3.075
N 0.343 0.925 -1.979
C 3.313 2.968 0.805
C 3.075 2.533 2.056
N -0.942 0.574 2.051
C -4.678 0.224 2.140
C -5.697 1.111 1.847
C -6.955 1.001 2.437
C -7.201 -0.022 3.339
O -8.398 -0.219 3.973
C -9.441 0.683 3.677
C -6.192 -0.932 3.648
C -4.954 -0.805 3.052
H -3.401 -3.036 -9.687
H -2.995 -3.855 -8.160
H -1.833 -2.727 -8.906
H -4.414 0.128 -6.780
H -3.640 0.931 -4.567
H -0.725 -2.173 -4.470
H -1.481 -2.992 -6.652
H -4.471 -0.862 -2.852
H -5.415 -0.495 -0.398
H -3.243 0.990 4.402
H -0.773 1.216 5.278
H 0.428 -0.462 5.311
H 1.709 -1.186 7.229
H 5.442 -2.402 8.273
H 5.651 -2.083 6.531
H 4.186 -2.911 7.112
H 5.274 0.254 5.397
H 4.004 0.978 3.473
H 4.921 1.762 -1.550
H 6.745 3.014 -2.670
H 7.218 6.702 -5.066
H 5.831 7.120 -4.032
H 5.578 6.196 -5.536
H 3.885 5.911 -4.006
H 2.103 4.660 -2.891
H 2.153 2.212 -4.411
H 0.083 0.781 -5.272
H 4.053 3.693 0.502
H 3.567 2.874 2.952
H -5.520 1.916 1.143
H -7.720 1.720 2.183
H -10.295 0.363 4.269
H -9.704 0.653 2.616
H -9.173 1.708 3.951
H -6.395 -1.732 4.348
H -4.168 -1.513 3.281
I 3.669 -8.653 1.757
C 2.910 -6.766 1.328
C 1.608 -6.640 0.865
C 1.107 -5.377 0.588
C 1.899 -4.251 0.766
C 3.203 -4.395 1.229
C 3.715 -5.649 1.513
C 1.349 -2.869 0.474
O 2.128 -1.895 0.612
O 0.143 -2.792 0.125
H 1.001 -7.524 0.729
H 0.096 -5.234 0.232
H 3.789 -3.494 1.357
H 4.727 -5.767 1.877
*
```

Mulliken atomic charge list, values in e, 5 entries:
1 Sr 2.948
2 C -0.843
3 O -0.466
4 C 1.040
5 C -0.827



(2)
ORCA calculation (ωB97M-V/def2-TZVPD) on C55H41F6MnN4O6Sb as an isolated structure at a distorted geometry.

As for the total energy: -130107.715 eV. As for the expectation value of S²: 8.97. The calculation puts the lowest unoccupied orbital energy (alpha / beta) at -2.22 / -2.98 eV. The calculation puts the HOMO-LUMO gap (alpha / beta) at 5.011 / 4.837 eV.

```
! wB97M-V def2-TZVPD RIJCOSX def2/J DEFGRID3
* xyz 0 6
Mn 16.681 16.484 19.374
C 7.770 13.536 17.272
O 8.013 14.102 18.585
C 9.306 14.318 18.959
C 9.501 15.450 19.846
C 10.773 15.950 19.960
C 11.903 15.239 19.525
C 11.638 13.900 19.038
C 10.391 13.499 18.623
C 13.288 15.811 19.507
C 13.977 16.026 20.753
C 13.382 15.963 22.073
C 14.428 16.091 22.987
C 15.652 16.222 22.234
N 15.317 16.214 20.882
C 16.911 16.284 22.818
C 18.081 16.079 22.001
C 19.461 16.105 22.398
C 20.192 15.608 21.373
C 19.303 15.320 20.310
C 19.605 14.764 19.047
C 20.193 13.474 18.946
C 21.206 12.931 19.819
C 21.405 11.573 19.871
C 20.591 10.691 19.167
O 20.752 9.362 19.384
C 19.467 8.791 19.743
C 19.697 11.198 18.174
C 19.518 12.553 18.086
C 19.153 15.479 17.888
N 17.889 16.031 17.779
C 17.725 16.600 16.511
C 16.497 17.154 15.934
C 16.572 17.856 14.637
C 17.219 17.283 13.484
C 17.254 17.941 12.295
C 16.697 19.261 12.188
O 16.929 19.845 10.995
C 16.121 20.970 10.580
C 16.022 19.864 13.268
C 15.990 19.144 14.489
C 15.333 16.955 16.674
C 13.974 17.181 16.203
C 13.098 16.711 17.180
C 13.866 16.220 18.260
N 15.210 16.300 17.943
C 18.997 16.526 15.868
C 19.844 15.795 16.663
N 18.029 15.709 20.660
C 17.087 16.427 24.249
C 16.335 17.382 24.913
C 16.266 17.437 26.293
C 17.150 16.600 27.008
O 17.417 17.066 28.275
C 18.044 16.200 29.228
C 17.948 15.603 26.362
C 17.976 15.551 25.002
H 6.919 14.056 16.858
H 7.478 12.457 17.339
H 8.686 13.638 16.656
H 8.625 15.903 20.311
H 10.844 16.972 20.382
H 12.444 13.227 18.991
H 10.213 12.522 18.156
H 12.318 15.904 22.206
H 14.353 16.044 24.053
H 19.833 16.357 23.389
H 21.292 15.464 21.444
H 21.863 13.621 20.360
H 22.064 11.140 20.691
H 19.649 7.728 19.940
H 18.722 8.837 18.950
H 19.048 9.279 20.658
H 19.116 10.599 17.464
H 18.700 12.968 17.485
H 17.622 16.264 13.593
H 17.601 17.434 11.437
H 16.185 21.127 9.480
H 16.400 21.931 11.082
H 15.059 20.753 10.784
H 15.479 20.813 13.202
H 15.545 19.546 15.356
H 13.714 17.592 15.260
H 12.012 16.788 17.154
H 19.258 17.046 14.960
H 20.905 15.546 16.584
H 15.714 18.119 24.371
H 15.647 18.165 26.901
H 18.403 16.833 30.030
H 18.921 15.726 28.763
H 17.353 15.471 29.628
H 18.531 14.934 27.024
H 18.621 14.892 24.460
F 16.173 13.448 18.992
Sb 15.714 11.923 19.970
F 15.639 13.310 21.461
F 13.852 12.275 19.289
F 15.211 10.470 21.242
F 16.442 10.710 18.612
F 17.609 12.028 20.671
O 16.488 19.385 17.657
C 16.927 19.509 18.836
O 16.786 18.644 19.751
C 17.844 20.652 19.158
C 18.667 20.689 20.306
C 19.587 21.762 20.483
C 19.676 22.783 19.542
C 18.832 22.739 18.431
C 17.935 21.676 18.211
H 18.574 19.936 21.073
H 20.399 21.719 21.251
H 20.405 23.589 19.684
H 18.904 23.532 17.687
H 17.260 21.624 17.362
*
```

Mulliken atomic charge list, values in e, 5 entries:
1 Mn 0.169
2 C -0.741
3 O -0.447
4 C 0.464
5 C -1.021